#w
21
Properties=species:S:1:pos:R:3 method="wB97M-V/def2-TZVPD" lumo_energy_ev=0.9 smiles="[H]/N=C(/O)[C@]1(CC)N[C@H]1C" gap_ev=10.5774 homo_energy_ev=-9.71
O -1.375 -1.251 1.075
N 1.306 0.325 -0.915
N -0.541 -2.115 -0.776
C -0.492 -1.167 0.080
C 2.125 1.429 1.243
C 1.554 0.238 0.522
C -0.790 1.359 0.049
C 0.163 0.180 -0.024
C -1.807 1.363 -1.088
H 1.559 -0.534 -1.396
H -2.469 0.486 -1.042
H 3.224 1.388 1.216
H 0.107 -1.972 -1.547
H -2.437 2.261 -1.042
H 1.809 2.374 0.785
H -1.302 1.349 1.021
H -0.198 2.281 0.010
H -1.299 1.351 -2.063
H 1.944 -0.723 0.872
H 1.810 1.426 2.296
H -2.140 -1.768 0.629

***

#x
21
Properties=species:S:1:pos:R:3 method="wB97M-V/def2-TZVPD" lumo_energy_ev=0.8 smiles="CC1=C(N)[C@](N)(O)[C@@H]1C" gap_ev=8.2164 homo_energy_ev=-7.46
O -1.769 1.514 -0.178
N -0.588 -0.075 2.297
N 0.398 2.284 0.232
C -0.183 0.006 1.058
C 0.243 0.134 -1.010
C -0.417 1.107 -0.006
C 0.603 -0.708 0.214
C 1.412 -1.976 0.382
C -0.698 -0.546 -2.000
H 0.111 3.061 -0.356
H -1.621 -0.889 -1.519
H -0.216 -1.415 -2.460
H 2.293 -1.746 0.994
H -0.418 -0.898 2.868
H -1.302 0.534 2.684
H -1.968 1.891 0.693
H 1.107 0.540 -1.553
H -0.974 0.148 -2.801
H 1.386 2.128 0.047
H 1.739 -2.391 -0.572
H 0.863 -2.704 0.987

***

Relative energies, unit eV: #w 0.000; #x 0.329

***

#w
21
Properties=species:S:1:pos:R:3 method="wB97M-V/def2-TZVPD" lumo_energy_ev=0.3 smiles="CC=C(C)C.C=NN=O" gap_ev=8.8103 homo_energy_ev=-8.47
O 0.242 -0.523 -3.526
N 0.878 -0.404 -2.450
N 1.752 0.251 -1.967
C -1.655 -1.378 -0.944
C 1.072 -0.363 1.581
C -1.137 1.097 -0.090
C 2.630 0.852 -1.289
C -0.764 -0.423 -0.177
C 0.195 -0.985 0.522
H -1.748 -1.116 -2.028
H -0.730 1.482 -0.970
H -2.625 -1.392 -0.370
H -2.260 1.308 -0.048
H -0.581 1.623 0.680
H 1.056 0.746 1.611
H 2.186 1.315 -0.344
H 3.590 0.460 -1.279
H 0.782 -0.647 2.601
H 2.007 -0.820 1.552
H 0.251 -2.016 0.300
H -1.447 -2.408 -0.932

***

#x
21
Properties=species:S:1:pos:R:3 method="wB97M-V/def2-TZVPD" lumo_energy_ev=0.7 smiles="[H]/N=C(/C)C(C)(C)C(N)=O" gap_ev=10.1366 homo_energy_ev=-9.48
O -1.228 2.000 -1.067
N -1.412 -0.101 -1.832
N -1.543 0.223 1.543
C -0.868 0.848 -1.033
C -0.523 -0.298 0.997
C -0.179 -1.699 1.396
C 1.015 1.589 0.495
C 1.313 -0.539 -0.801
C 0.310 0.364 -0.086
H -1.727 1.195 1.295
H 0.873 -1.742 1.709
H 1.719 -0.009 -1.672
H -0.314 -2.403 0.570
H 2.142 -0.788 -0.130
H -2.128 0.185 -2.483
H 0.878 -1.468 -1.154
H 0.296 2.304 0.893
H -0.821 -2.000 2.231
H 1.570 2.094 -0.298
H 1.697 1.294 1.290
H -1.070 -1.047 -1.863

***

#y
21
Properties=species:S:1:pos:R:3 method="wB97M-V/def2-TZVPD" lumo_energy_ev=0.8 gap_ev=8.3099 homo_energy_ev=-7.47
O 0.677 0.282 1.938
N 0.557 -1.893 -1.507
N -0.285 -2.154 1.274
C 0.962 1.837 -1.270
C 1.101 0.938 -0.299
C -0.911 -1.306 0.345
C -1.010 1.686 0.963
C 0.181 0.754 0.917
C -0.515 -1.211 -0.965
H -0.662 2.715 1.045
H -0.555 -1.939 2.225
H 0.728 -2.092 1.241
H 0.067 2.425 -1.392
H 1.191 -2.264 -0.808
H -1.938 -1.066 0.584
H -1.613 1.589 0.062
H 2.021 0.372 -0.207
H -1.613 1.451 1.838
H 1.014 -1.432 -2.280
H 1.717 1.968 -2.031
H -1.115 -0.658 -1.671

***

Relative energies, unit eV: #w 6.459; #x 0.000; #y 2.238

***

#w
21
Properties=species:S:1:pos:R:3 method="wB97M-V/def2-TZVPD" lumo_energy_ev=0.8 smiles="CCN(C)C(N)=O.C#C" gap_ev=9.2566 homo_energy_ev=-8.43
O 2.039 0.370 0.348
N 1.172 -1.340 1.564
N -0.238 -0.129 -0.014
C -0.635 1.168 1.912
C 0.133 2.140 1.940
C -1.200 -1.210 -0.035
C 1.070 -0.253 0.717
C -0.230 0.766 -1.162
C 0.206 0.128 -2.477
H 0.487 1.554 -0.920
H 0.825 2.672 1.335
H 2.054 -1.365 2.051
H 0.224 0.876 -3.265
H -1.707 -1.275 -0.996
H 1.204 -0.299 -2.381
H 0.374 -1.605 2.116
H -0.478 -0.661 -2.789
H -1.225 1.214 -1.260
H -1.312 0.542 2.455
H -1.984 -1.083 0.729
H -0.781 -2.207 0.131

***

#x
21
Properties=species:S:1:pos:R:3 method="wB97M-V/def2-TZVPD" lumo_energy_ev=0.8 smiles="CC1=C(N)[C@H](N)[C@]1(C)O" gap_ev=8.3408 homo_energy_ev=-7.51
O -1.428 -1.115 -1.152
N 2.128 1.214 0.673
N 1.414 -1.281 -1.454
C 1.014 -0.970 -0.080
C -0.641 -0.668 -0.041
C -0.965 2.053 -0.316
C -0.205 0.770 -0.087
C 1.092 0.514 0.249
C -1.258 -1.182 1.251
H 2.053 2.188 0.944
H -1.749 2.169 0.439
H -0.637 -0.936 2.118
H -2.253 -0.750 1.406
H -2.123 -0.450 -1.277
H 1.623 -2.265 -1.592
H 0.653 -1.074 -2.106
H -1.366 -2.271 1.224
H -0.310 2.926 -0.315
H -1.516 1.992 -1.262
H 1.419 -1.669 0.658
H 3.055 0.806 0.719

***

Relative energies, unit eV: #w 1.398; #x 0.000

***

#w
21
Properties=species:S:1:pos:R:3 method="wB97M-V/def2-TZVPD" lumo_energy_ev=0.8 smiles="NCC[C@@H]1CCC(=O)N1" gap_ev=10.2413 homo_energy_ev=-9.41
O 3.253 0.608 -0.749
N -0.555 -2.144 1.663
N 1.056 -0.174 -0.911
C -1.296 -0.599 -0.277
C 1.304 2.118 -0.611
C 2.051 0.784 -0.770
C -0.045 0.219 -0.010
C -1.490 -1.883 0.596
C -0.160 1.716 -0.359
H -1.269 -0.886 -1.323
H -2.156 0.056 -0.152
H -0.502 2.244 0.527
H 1.756 2.622 0.237
H 1.474 2.660 -1.534
H 1.354 -1.139 -0.895
H -2.489 -1.843 1.021
H 0.403 -2.166 1.359
H -1.501 -2.740 -0.073
H -0.667 -1.523 2.445
H 0.283 0.184 1.028
H -0.805 1.885 -1.212

***

#x
21
Properties=species:S:1:pos:R:3 method="wB97M-V/def2-TZVPD" lumo_energy_ev=0.8 gap_ev=8.9846 homo_energy_ev=-8.21
O -1.758 0.409 0.816
N 1.296 0.660 -0.048
N -0.029 0.554 -2.178
C 1.585 -0.544 0.721
C 2.046 1.829 0.395
C 1.124 0.402 -1.948
C -2.731 -2.840 0.187
C -2.480 -0.231 -0.236
C -2.607 -1.666 -0.027
H 1.461 -0.384 1.798
H -3.478 0.213 -0.354
H 0.206 0.832 -0.236
H 0.895 -1.328 0.413
H 2.154 0.240 -2.195
H 1.910 2.025 1.464
H 2.619 -0.850 0.542
H -2.928 -3.864 0.344
H -1.912 -0.036 -1.150
H -2.200 0.210 1.649
H 1.712 2.699 -0.169
H 3.112 1.670 0.212

***

Relative energies, unit eV: #w 0.000; #x 4.811

***

#w
8
Properties=species:S:1:pos:R:3 method="wB97M-V/def2-TZVPD" lumo_energy_ev=0.9 smiles="C1N=NON1" gap_ev=10.2761 homo_energy_ev=-9.34
O 1.979 0.876 -0.582
N 0.005 1.714 -0.667
N 1.060 -0.251 -0.242
N 1.156 1.940 -0.780
C -0.220 0.362 -0.283
H -0.801 0.360 0.546
H 1.302 -0.739 0.621
H -0.636 -0.318 -1.062

***

#x
8
Properties=species:S:1:pos:R:3 method="wB97M-V/def2-TZVPD" lumo_energy_ev="-2.7 / -2.0" gap_ev="5.9045 / 7.1180" homo_energy_ev="-8.62 / -9.15"
O 1.356 0.291 0.283
N 2.428 -0.258 -0.083
N -0.002 -0.921 0.168
N -2.265 -0.495 0.022
C -1.046 -0.141 0.012
H -2.931 0.250 -0.176
H 3.088 0.379 -0.305
H -0.628 0.894 0.079

***

#y
8
Properties=species:S:1:pos:R:3 method="wB97M-V/def2-TZVPD" lumo_energy_ev=0.0 gap_ev=10.1050 homo_energy_ev=-10.07
O 2.981 -0.059 1.570
N -2.101 0.638 -0.753
N 1.327 -0.135 -0.129
N -1.141 0.210 -0.147
C 2.113 -0.024 0.780
H -2.693 -0.132 -1.184
H 0.475 0.381 -0.166
H -0.961 -0.880 0.028

***

Relative energies, unit eV: #w 2.192; #x 5.602; #y 0.000

***

#w
8
Properties=species:S:1:pos:R:3 method="wB97M-V/def2-TZVPD" lumo_energy_ev="-3.6 / -4.4" gap_ev="3.3720 / 2.5736" homo_energy_ev="-6.93 / -6.93"
O 5.077 -0.194 -0.537
N -0.767 1.468 -0.456
N 4.134 -0.571 0.042
N -3.622 -0.499 0.247
C -1.483 0.603 -0.266
H 3.194 -0.029 -0.256
H -3.882 0.106 1.012
H -2.652 -0.883 0.214

***

#x
8
Properties=species:S:1:pos:R:3 method="wB97M-V/def2-TZVPD" lumo_energy_ev="0.1 / 0.3" gap_ev="7.5617 / 8.7377" homo_energy_ev="-7.43 / -8.40"
O -0.849 1.101 -0.239
N -1.804 0.435 0.355
N -0.959 -1.372 -0.083
N 0.202 -0.925 -0.082
C 0.435 0.555 -0.076
H 1.006 -1.491 0.183
H 0.946 0.805 0.876
H 1.023 0.894 -0.933

***

Relative energies, unit eV: #w 7.465; #x 0.000

***

#w
6
Properties=species:S:1:pos:R:3 method="wB97M-V/def2-TZVPD" lumo_energy_ev=0.7 smiles=S.S gap_ev=10.4617 homo_energy_ev=-9.77
S -7.731 9.680 -5.565
S -1.898 12.456 -6.519
H -2.023 12.620 -5.189
H -9.023 9.307 -5.504
H -3.037 11.743 -6.591
H -7.422 8.974 -4.462

***

#x
6
Properties=species:S:1:pos:R:3 method="wB97M-V/def2-TZVPD" lumo_energy_ev=0.8 smiles=S.S gap_ev=10.2642 homo_energy_ev=-9.51
S -9.768 -3.117 6.082
S -6.891 -3.979 7.191
H -8.886 -3.808 5.336
H -7.450 -4.725 6.220
H -7.676 -4.529 8.136
H -10.537 -2.842 5.012

***

Relative energies, unit eV: #w 0.000; #x 0.182

***

#w
8
Properties=species:S:1:pos:R:3 method="wB97M-V/def2-TZVPD" lumo_energy_ev=0.8 gap_ev=10.7710 homo_energy_ev=-9.96
O -1.071 -0.414 -0.429
O 1.365 0.623 -0.294
O -1.617 0.805 0.097
C -0.045 -0.677 0.255
H 0.192 -1.675 0.048
H 0.172 -0.144 1.185
H 2.029 0.031 -0.522
H -1.026 1.451 -0.341

***

#x
8
Properties=species:S:1:pos:R:3 method="wB97M-V/def2-TZVPD" lumo_energy_ev=0.5 gap_ev=9.3677 homo_energy_ev=-8.88
O -0.159 -1.219 -0.347
O 1.334 0.419 -0.749
O -0.456 0.568 1.453
C 0.056 0.048 -0.638
H -0.897 -1.577 0.153
H -0.710 0.541 -1.090
H 2.022 0.072 -0.181
H -1.189 1.148 1.398

***

#y
8
Properties=species:S:1:pos:R:3 method="wB97M-V/def2-TZVPD" lumo_energy_ev="0.1 / 0.1" gap_ev="9.0373 / 9.0354" homo_energy_ev="-8.97 / -8.96"
O -1.756 0.064 0.484
O -2.729 -0.260 -0.396
O 1.489 -0.982 0.443
C -0.543 0.242 0.122
H -0.348 0.081 -0.891
H 1.894 -0.933 1.232
H 2.141 -1.545 0.106
H -0.058 0.662 0.976

***

#z
8
Properties=species:S:1:pos:R:3 method="wB97M-V/def2-TZVPD" lumo_energy_ev=0.8 smiles="O=CO.O" gap_ev=11.8314 homo_energy_ev=-11.08
O 0.920 1.512 0.935
O -1.269 2.149 0.497
O 0.264 -2.682 -0.924
C -0.090 1.452 0.202
H 1.154 -2.270 -0.843
H -0.217 0.945 -0.775
H -1.128 2.468 1.429
H 0.366 -3.574 -0.522

***

Relative energies, unit eV: #w 5.093; #x 2.815; #y 5.590; #z 0.000

***

#w
13
Properties=species:S:1:pos:R:3 method="wB97M-V/def2-TZVPD" lumo_energy_ev=0.4 smiles="[H]/N=C/N(C)N=C" gap_ev=8.4612 homo_energy_ev=-8.07
N 0.122 -1.375 0.095
N 0.433 -0.093 0.095
N -1.621 1.073 0.509
C -0.604 0.819 -0.224
C -1.161 -1.551 -0.142
C 1.838 0.249 0.048
H -1.971 -1.140 0.445
H 2.081 0.789 -0.869
H 2.090 0.878 0.904
H 2.406 -0.678 0.075
H -0.171 1.602 -0.869
H -1.426 -2.566 -0.416
H -2.018 1.992 0.348

***

#x
13
Properties=species:S:1:pos:R:3 method="wB97M-V/def2-TZVPD" lumo_energy_ev=1.0 gap_ev=9.2872 homo_energy_ev=-8.26
N 0.711 -0.882 -0.250
N -1.997 -0.679 0.042
N -1.842 0.581 -0.209
C 1.735 0.199 -0.299
C -0.669 1.132 -0.016
C 0.512 0.361 0.541
H 1.786 0.833 -1.207
H 0.965 -1.812 0.294
H -0.751 2.248 -0.310
H -1.138 -1.110 0.049
H -2.844 -1.253 -0.316
H 0.790 0.402 1.522
H 2.742 -0.018 0.157

***

#y
13
Properties=species:S:1:pos:R:3 method="wB97M-V/def2-TZVPD" lumo_energy_ev=1.0 smiles=C#CN(N)NC gap_ev=9.8028 homo_energy_ev=-8.76
N -0.761 -0.350 -0.470
N -0.457 -0.114 -1.868
N -1.058 0.737 0.495
C 0.304 -1.047 -0.025
C 0.250 1.030 1.078
C 1.315 -1.750 -0.067
H 0.030 2.001 1.527
H -1.259 0.192 -2.387
H 0.215 0.530 -2.225
H -1.779 0.345 1.080
H 1.881 -2.600 0.391
H 1.022 0.801 0.367
H 0.299 0.226 2.105

***

Relative energies, unit eV: #w 0.196; #x 0.000; #y 2.905

***

#w
13
Properties=species:S:1:pos:R:3 method="wB97M-V/def2-TZVPD" lumo_energy_ev=1.3 smiles="NN1CC=CN1" gap_ev=9.1361 homo_energy_ev=-7.88
N 1.332 -0.719 -1.049
N 0.856 -0.409 0.242
N -0.478 -1.197 0.432
C -1.137 0.998 0.242
C -1.538 -0.263 0.490
C 0.343 1.066 0.190
H 1.261 -1.736 -1.295
H 0.820 1.614 0.910
H 0.627 1.483 -0.846
H -0.255 -1.763 1.231
H 2.277 -0.338 -1.099
H -2.416 -0.627 0.716
H -1.694 1.892 -0.165

***

#x
13
Properties=species:S:1:pos:R:3 method="wB97M-V/def2-TZVPD" lumo_energy_ev=0.8 gap_ev=8.4093 homo_energy_ev=-7.59
N -0.221 0.952 -0.250
N -0.512 2.312 0.049
N 0.843 -1.018 -1.223
C -0.483 0.144 0.752
C -0.131 -1.241 0.881
C 0.791 -1.790 -0.052
H 1.655 -0.927 -1.828
H 1.708 -2.688 0.168
H -0.496 2.851 -0.992
H -1.023 0.599 1.634
H 0.104 -0.159 -1.155
H -1.529 2.441 0.281
H -0.706 -1.476 1.734

***

#y
13
Properties=species:S:1:pos:R:3 method="wB97M-V/def2-TZVPD" lumo_energy_ev=0.7 gap_ev=8.1383 homo_energy_ev=-7.48
N -1.107 -0.510 -1.110
N 0.287 -1.918 0.940
N 0.266 0.407 1.394
C 0.493 1.289 -1.185
C 0.631 -0.740 0.640
C -0.068 0.213 -0.610
H -1.649 -0.143 -1.880
H 0.853 1.228 1.334
H -0.003 -2.038 1.920
H -1.102 -1.497 -0.895
H 1.204 1.916 -0.675
H 0.282 1.504 -2.220
H -0.086 0.289 2.347

***

Relative energies, unit eV: #w 0.090; #x 0.490; #y 0.000

***

#w
9
Properties=species:S:1:pos:R:3 method="wB97M-V/def2-TZVPD" lumo_energy_ev=2.7 gap_ev=7.1442 homo_energy_ev=-4.49 total_charge=-1
I 0.091 0.994 -4.209
P -0.642 1.963 -2.050
O 0.378 0.659 -0.197
O 0.146 3.153 -1.791
O -2.130 1.886 -2.038
C 0.609 1.670 0.681
H 1.187 1.464 1.549
H 1.078 2.562 0.185
H -0.373 2.112 0.951

***

#x
9
Properties=species:S:1:pos:R:3 method="wB97M-V/def2-TZVPD" lumo_energy_ev=3.1 gap_ev=8.2504 homo_energy_ev=-5.17 total_charge=-1
I 0.249 2.797 -2.190
P -0.444 2.561 0.206
O -1.956 2.072 0.176
O 0.617 1.356 0.622
O -0.077 3.787 0.922
C 0.154 0.179 0.022
H -0.103 0.474 -1.010
H -0.680 -0.300 0.493
H 1.052 -0.353 -0.093

***

Relative energies, unit eV: #w 2.337; #x 0.000

***

#w
30
Properties=species:S:1:pos:R:3 method="wB97M-V/def2-TZVPD" lumo_energy_ev=0.5 smiles="C=C/C(C)=C/N.O.O.O.O.O" gap_ev=8.7006 homo_energy_ev=-8.16
O 2.014 2.738 -0.698
O 1.854 0.458 -2.172
O 0.314 -1.662 -1.632
O -0.248 2.139 -2.062
O -1.736 -0.006 -2.135
N -2.417 -0.042 0.817
C -1.037 0.015 1.164
C -0.331 -1.035 1.608
C -0.951 -2.327 1.940
C 1.111 -0.958 1.776
C 1.793 0.185 2.016
H -0.578 0.971 0.949
H 2.498 0.922 -1.539
H 2.847 0.211 2.139
H -2.862 -0.924 1.199
H -2.220 -0.122 -1.309
H 1.674 -1.937 1.762
H -2.913 0.849 1.001
H -1.428 -2.838 1.036
H 0.975 -1.038 -1.924
H 1.134 1.063 -2.203
H 1.135 2.596 -1.158
H 1.887 3.425 -0.016
H -1.736 -2.287 2.684
H -0.371 2.507 -2.923
H 1.376 1.189 2.147
H -0.233 -3.051 2.272
H -1.020 -0.682 -2.078
H 0.319 -1.718 -0.681
H -0.850 1.359 -1.979

***

#x
30
Properties=species:S:1:pos:R:3 method="wB97M-V/def2-TZVPD" lumo_energy_ev=0.5 smiles="C=CCNC=C.O.O.O.O.O" gap_ev=9.1359 homo_energy_ev=-8.68
O 1.547 -3.359 1.880
O 3.072 -0.930 0.945
O -1.409 -2.945 -1.506
O -2.857 0.506 -2.339
O 1.050 3.195 3.166
N 0.367 1.531 -0.678
C -0.864 0.104 1.074
C 0.323 0.605 -2.826
C 0.254 1.046 0.718
C 0.921 0.669 -1.643
C -2.183 0.192 1.024
H -1.154 -2.898 -2.430
H 0.363 1.887 1.397
H 0.467 0.552 -3.902
H 3.634 -1.555 0.512
H 1.927 0.359 -1.389
H 1.643 -3.073 2.782
H -2.037 0.440 -2.842
H 0.902 -2.742 1.524
H 3.777 -0.443 1.398
H 0.344 3.240 2.537
H -0.498 -0.872 1.342
H -2.943 -0.556 1.201
H 0.690 2.577 3.808
H -1.648 -2.033 -1.303
H -3.190 -0.377 -2.285
H -0.574 1.832 -0.893
H 1.200 0.537 0.859
H -2.641 1.164 0.829
H -0.484 1.347 -2.959

***

Relative energies, unit eV: #w 0.000; #x 2.815